7
Properties=species:S:1:pos:R:3:forces:R:3:lowdin_charge:R:1 method="wB97M-V/def2-TZVPD" relative_energy_kcal_mol=0.0 gap_ev="9.03 / 9.03"
N -0.153161 0.871925 -0.057337 -0.158 1.090 -0.502 -0.300
N -0.050912 -1.380413 0.265901 -0.657 -1.855 -0.542 -0.330
S -0.866753 -0.462759 -0.637463 0.135 0.538 1.814 0.713
Cl -3.054801 0.205680 0.297498 0.877 -0.409 -0.505 -0.174
H -0.868100 1.589283 -0.039027 0.413 0.521 0.461 0.006
H -0.248979 -2.341205 -0.021220 0.245 -0.140 0.146 0.001
H 0.392399 0.674761 0.808273 -0.854 0.256 -0.872 0.085

19
Properties=species:S:1:pos:R:3:forces:R:3:lowdin_charge:R:1 method="wB97M-V/def2-TZVPD" relative_energy_kcal_mol=28.9 total_charge=+1 gap_ev=9.39
C 1.068136 -0.991689 -1.536200 -0.037 -0.100 0.065 -0.109
C 1.129589 0.837804 1.726145 0.343 0.102 0.221 -0.132
C -0.355447 -1.079315 -1.002597 0.452 -0.316 -0.254 -0.320
C -0.937876 0.238618 -0.617376 -0.505 0.379 0.772 -0.984
N -0.223823 0.345155 1.534082 -0.068 -0.149 -0.405 -0.064
S -0.166667 1.656765 -1.198090 0.000 -0.217 -0.254 0.943
S -2.623486 0.349012 -0.229904 -0.039 0.230 -0.239 0.883
H 1.727856 -0.498541 -0.828401 0.141 0.012 0.072 0.065
H 1.448732 -1.993302 -1.717835 0.048 -0.014 -0.027 0.095
H 1.095071 -0.446209 -2.475834 0.064 0.017 -0.103 0.075
H 1.843565 0.041090 1.524829 -0.004 0.043 -0.019 0.088
H 1.313031 1.663060 1.035831 0.046 -0.010 0.021 0.050
H 1.299199 1.203021 2.741097 0.016 -0.014 -0.039 0.094
H -0.996093 -1.501415 -1.786162 -0.092 0.118 0.112 0.134
H -0.403913 -1.771200 -0.158860 -0.155 0.110 -0.005 0.122
H -0.906269 0.971042 1.955568 -0.006 -0.165 -0.077 0.097
H -0.338172 -0.578428 1.935524 -0.127 0.016 0.105 0.110
H -1.129141 2.514250 -0.840805 -0.153 0.114 0.039 -0.075
H -2.844291 -0.959718 -0.061012 0.076 -0.157 0.016 -0.072

66
Properties=species:S:1:pos:R:3:forces:R:3:lowdin_spin:R:1 method="wB97M-V/def2-TZVPD" total_charge=-1 gap_ev="5.49 / 7.33" multiplicity=3
Ti -2.014629 0.347588 -0.746882 -0.036 -0.077 -0.009 1.764
C -4.440461 1.466351 1.792518 0.000 0.011 0.025 0.001
C -3.011985 1.179477 2.234321 0.028 -0.010 -0.006 0.005
N -2.371341 -0.016694 1.630396 0.039 0.017 0.161 0.019
C -1.079034 -0.186186 2.333417 -0.016 0.027 -0.035 0.014
C -0.327452 -1.479734 2.069991 0.006 0.002 0.015 0.007
C -3.230811 -1.209072 1.772968 -0.008 -0.001 -0.019 0.003
C -3.115925 -2.152228 0.578922 0.071 0.044 -0.007 0.009
N -3.236230 -1.373938 -0.647723 -0.126 -0.248 0.077 0.007
C -4.131714 -1.662419 -1.604764 -0.052 0.154 -0.124 0.002
C -4.006971 -0.947835 -2.826732 -0.055 -0.022 0.060 0.002
F -2.972210 -0.060884 -2.903162 0.008 0.096 -0.140 0.023
C -4.853590 -1.069299 -3.894907 0.064 0.001 -0.005 0.000
F -4.626786 -0.329645 -4.995979 -0.002 -0.004 0.006 0.000
C -5.927950 -1.943789 -3.867542 -0.013 0.016 -0.064 0.001
C -6.087522 -2.658083 -2.700275 0.010 -0.030 0.071 0.000
F -7.121963 -3.518719 -2.595111 -0.003 0.007 -0.013 0.000
C -5.249210 -2.532934 -1.611006 0.071 -0.079 0.055 0.000
F -5.565826 -3.271190 -0.515099 0.007 0.016 -0.001 0.000
H -4.630553 2.532319 1.916502 -0.015 -0.001 -0.018 0.000
H -5.172908 0.912773 2.382859 -0.003 0.003 -0.002 0.000
H -4.586508 1.243920 0.738228 0.002 -0.006 -0.001 0.001
H -2.988768 1.079447 3.331516 -0.007 -0.008 -0.004 0.001
H -2.380888 2.030620 1.980314 0.003 0.008 0.012 0.001
H -1.258665 -0.106309 3.418537 0.004 -0.012 0.004 0.002
H -0.452716 0.660035 2.043597 0.000 -0.002 0.013 0.004
H -0.845760 -2.346484 2.482473 0.003 -0.001 0.007 0.000
H 0.647867 -1.415334 2.556686 0.003 -0.008 -0.004 0.000
H -0.162032 -1.645625 1.007137 0.000 0.007 0.000 0.004
H -4.266305 -0.879471 1.816185 0.001 -0.003 -0.006 0.000
H -3.017577 -1.731898 2.715979 -0.012 -0.008 0.001 0.000
H -3.864908 -2.933897 0.687828 -0.009 -0.002 0.006 0.001
H -2.139384 -2.643996 0.578601 -0.026 -0.017 0.019 0.001
H -6.600358 -2.055924 -4.702964 0.006 0.007 -0.008 0.000
Cl -0.814364 2.964075 -2.607965 0.013 0.033 -0.052 0.006
C -1.030850 3.760430 -1.019476 0.001 0.040 -0.008 0.002
C -2.381153 3.434232 -0.368703 0.003 -0.005 0.028 0.008
O -2.911053 4.313593 0.301029 0.044 0.017 -0.027 0.009
O -2.807047 2.245623 -0.540592 0.088 -0.032 -0.014 0.023
H -0.937676 4.831029 -1.164720 0.010 -0.007 0.003 0.000
H -0.226262 3.389822 -0.383708 -0.012 0.011 0.022 0.001
C 7.204316 0.568234 -0.908150 0.002 -0.003 0.000 0.000
C 6.286379 0.529405 0.321588 0.001 0.003 -0.006 0.000
C 6.873406 -0.439633 1.357096 0.003 0.000 0.003 0.000
C 6.266688 1.927159 0.941234 -0.001 -0.001 -0.001 0.000
C 4.889474 0.059258 -0.093075 0.003 0.025 0.011 0.001
C 4.737825 -1.204875 -0.665487 -0.016 -0.010 -0.006 0.001
C 3.498660 -1.703684 -1.067051 0.027 0.010 0.002 0.001
C 2.399423 -0.895061 -0.880770 0.042 -0.013 0.018 -0.001
O 1.093747 -1.129351 -1.168792 -0.093 0.060 -0.008 0.009
B 0.332725 0.025948 -0.764010 0.034 0.029 0.009 0.056
O 1.310339 0.947647 -0.228716 -0.122 -0.004 -0.038 0.010
C 2.532390 0.362304 -0.314594 0.059 -0.017 0.009 -0.001
C 3.755514 0.860958 0.084084 -0.027 -0.019 -0.013 0.001
H 8.206977 0.900513 -0.624934 0.001 0.000 0.000 0.000
H 6.811874 1.256837 -1.658560 -0.005 0.002 0.001 0.000
H 7.291338 -0.415182 -1.371089 0.001 -0.003 0.000 0.000
H 7.872332 -0.113097 1.659380 0.002 -0.002 0.002 0.000
H 6.954384 -1.450687 0.957135 0.002 -0.002 -0.003 0.000
H 6.240797 -0.481973 2.245663 -0.004 0.004 0.000 0.000
H 7.282397 2.215260 1.221409 0.000 0.001 0.002 0.000
H 5.648753 1.958774 1.840355 0.000 0.000 0.003 0.000
H 5.888720 2.672538 0.239459 -0.001 0.001 -0.004 0.000
H 5.609941 -1.831870 -0.807373 0.003 0.000 0.000 0.000
H 3.405025 -2.687482 -1.507856 -0.018 0.000 -0.003 0.000
H 3.806085 1.848345 0.520340 0.014 0.002 0.004 0.000

11
Properties=species:S:1:pos:R:3:forces:R:3:lowdin_charge:R:1 method="wB97M-V/def2-TZVPD" relative_energy_kcal_mol=34.0 smiles="C=C=O.C=CCl" gap_ev=10.17
C 2.144427 -0.768389 -0.592506 -1.232 -3.435 2.001 -0.019
C 2.837301 -0.120988 -1.435911 2.210 1.823 -1.354 -0.296
O 3.532862 0.552671 -2.085746 -0.502 -0.455 0.014 0.159
H 2.389336 -1.799770 -0.210364 0.338 1.421 -0.596 0.098
H 1.101243 -0.596321 -0.485112 -0.467 0.591 -0.038 -0.051
C -2.586622 0.434374 1.227029 0.378 -1.380 -1.446 -0.084
C -1.445506 0.625358 0.589635 -0.779 0.164 -0.070 -0.599
Cl -1.199346 -0.293647 -0.866254 0.178 0.346 -0.138 0.625
H -2.747838 0.876816 2.147746 -0.507 1.039 1.569 0.031
H -3.299743 -0.302660 0.838907 0.235 0.390 0.325 0.063
H -0.726111 1.392553 0.872577 0.148 -0.503 -0.267 0.073

no.,total energy (a.u.)
1,-969.6347
2,-1010.4494
3,-3076.5535
4,-690.7669